ORCA calculation (ωB97M-V/def2-TZVPD) on the molecule C3H7NO2.

Last column: Löwdin charge in e.
CARTESIAN COORDINATES (ANGSTROEM)
C1 0.680 1.254 -0.859  -0.040
C2 0.484 0.032 0.026  -0.358
O1 0.541 0.335 1.416  -0.044
C3 -0.814 -0.707 -0.329  -0.509
O2 -1.291 -0.685 -1.450  0.053
N1 -1.347 -1.394 0.712  0.168
H1 0.987 0.960 -1.864  0.087
H2 1.453 1.895 -0.425  0.084
H3 -0.250 1.823 -0.960  0.088
H4 1.304 -0.678 -0.133  0.155
H5 -0.049 1.086 1.568  0.104
H6 -0.919 -1.332 1.622  0.098
H7 -2.186 -1.932 0.567  0.114

Output
2S+1   1
SMILES   C[C@@H](O)C(N)=O
Energy above the lowest of the compared OMol25 structures with the same formula, charge and spin   10.25 kcal per mole
Kohn-Sham gap   10.4101 eV
Charge   0
E_LUMO   0.767 eV